{
  "formula": "C18H17BrIrNO7",
  "method": "the ωB97M-V functional and the def2-TZVPD basis",
  "species": ["Ir", "N", "C", "C", "O", "O", "H", "H", "H", "H", "C", "O", "C", "C", "C", "C", "C", "C", "O", "C", "O", "C", "H", "H", "H", "H", "H", "H", "H", "H", "H", "Br", "C", "C", "C", "C", "C", "C", "C", "O", "O", "H", "H", "H", "H"],
  "coordinates": [[-0.89, -0.43, -0.43], [2.11, 0.19, 0.78], [1.89, 0.24, 2.11], [0.07, 0.46, 2.59], [0.06, 0.94, 3.67], [-0.74, 0.05, 1.74], [2.00, -0.69, 0.27], [2.27, 1.03, 0.26], [2.28, 1.11, 2.62], [2.01, -0.71, 2.63], [0.72, 6.17, -0.78], [-0.55, 6.06, -0.14], [-1.13, 4.87, -0.07], [-2.40, 4.85, 0.55], [-3.08, 3.68, 0.64], [-2.56, 2.45, 0.16], [-3.37, 1.26, 0.21], [-4.80, 1.33, 0.67], [-2.97, 0.13, -0.14], [-1.27, 2.50, -0.42], [-0.65, 1.41, -0.92], [-0.58, 3.69, -0.55], [0.99, 7.22, -0.74], [0.66, 5.85, -1.82], [1.48, 5.58, -0.25], [-2.81, 5.78, 0.92], [-4.06, 3.68, 1.10], [-4.83, 1.60, 1.73], [-5.25, 0.35, 0.54], [-5.36, 2.08, 0.12], [0.39, 3.67, -1.04], [3.12, -7.51, -0.20], [1.51, -6.54, -0.27], [0.30, -7.21, -0.32], [-0.89, -6.50, -0.38], [-0.87, -5.11, -0.38], [0.35, -4.45, -0.33], [1.55, -5.16, -0.28], [0.43, -2.98, -0.33], [1.46, -2.34, -0.28], [-0.76, -2.35, -0.39], [0.29, -8.30, -0.32], [-1.83, -7.03, -0.42], [-1.79, -4.55, -0.43], [2.49, -4.63, -0.24]],
  "lowdin_spin": [2.8302, 0.3056, 0.1991, 0.1617, 0.2241, 0.2212, 0.0115, 0.0065, 0.0122, 0.0175, -0.0002, -0.0067, -0.0024, 0.0301, -0.0017, 0.0316, 0.0153, 0.0094, 0.2130, 0.0168, 0.3176, 0.0266, 0.0000, -0.0001, -0.0001, 0.0015, -0.0006, 0.0010, 0.0003, -0.0002, 0.0007, 0.0000, 0.0004, 0.0034, 0.0000, 0.0043, 0.0011, 0.0020, 0.0390, 0.0536, 0.2539, 0.0001, -0.0001, 0.0002, 0.0003],
  "e_homo_ev": [-11.51, -11.50],
  "spin_multiplicity": 6,
  "orbital_gap_ev": [8.105, 5.818],
  "total_charge": 1,
  "de_lowest_kcal_mol": 0.0,
  "lumo_ev": [-3.40, -5.69]
}